Run 1
The following is a quantum chemistry calculation of a 2-piece molecular cluster, C3H4NO overall, from OMol25.

HOMO: -15.53 eV
HOMO-LUMO gap: 8.85 eV
net charge: +1

XYZ file:
```
9
C3H4NO the ωB97M-V functional and the def2-TZVPD basis
C 0.361 1.001 -0.136
C 0.523 -1.068 -0.016
C 1.644 -0.023 0.000
N -0.436 -0.217 -0.090
O 2.793 0.033 0.122
H 0.314 1.528 0.803
H 0.331 1.692 -1.008
H 0.520 -2.893 0.309
H -1.475 -0.366 -0.430
```

Run 2
The following is a quantum chemistry calculation of an isolated ion of composition C3H4NO and charge +1, from OMol25.

HOMO: -14.97 eV
HOMO-LUMO gap: 9.80 eV
net charge: +1

XYZ file:
```
9
C3H4NO the ωB97M-V functional and the def2-TZVPD basis
C 0.305 1.582 0.024
C 2.527 0.649 0.021
C 0.684 -0.774 -0.091
N -0.115 0.408 0.041
O 2.071 -0.475 0.016
H -0.386 2.383 -0.098
H 0.460 -1.258 0.818
H 0.333 -1.267 -0.992
H -1.007 0.011 0.151
```

We find run 1 to be the most stable, with the next structure 0.0041 hartree higher.

Run 1
The following is a quantum chemistry calculation of a 7-piece molecular cluster, C28H56O21 overall, from OMol25.

HOMO: -10.53 eV
HOMO-LUMO gap: 11.11 eV

XYZ file:
```
105
C28H56O21 the ωB97M-V functional and the def2-TZVPD basis
C 8.954 2.179 8.606
C 8.314 3.329 9.403
O 8.553 4.631 8.921
C 7.774 5.245 7.895
O 6.862 4.686 7.274
O 8.122 6.656 7.867
C 7.512 7.264 6.736
H 8.608 1.191 8.908
H 10.043 2.152 8.642
H 8.641 2.205 7.562
H 8.601 3.299 10.454
H 7.245 3.137 9.503
H 6.652 7.853 7.055
H 7.168 6.512 6.027
H 8.088 7.997 6.171
C 16.595 3.838 15.990
C 17.044 3.108 14.774
O 17.119 4.043 13.689
C 15.941 4.427 13.033
O 14.825 4.024 13.363
O 16.251 5.403 12.135
C 15.293 6.219 11.473
H 17.275 4.636 16.290
H 16.258 3.235 16.833
H 15.695 4.427 15.813
H 16.463 2.250 14.437
H 18.034 2.795 15.107
H 14.570 6.501 12.238
H 14.733 5.651 10.730
H 15.622 7.126 10.966
C 9.175 -7.382 9.887
C 9.181 -5.988 9.178
O 7.757 -5.520 9.126
C 7.129 -4.726 10.009
O 7.560 -4.486 11.138
O 5.857 -4.539 9.582
C 4.865 -3.984 10.402
H 10.150 -7.798 10.142
H 8.687 -8.100 9.227
H 8.618 -7.317 10.821
H 9.658 -6.184 8.218
H 9.834 -5.213 9.579
H 4.421 -4.722 11.069
H 4.093 -3.601 9.734
H 5.204 -3.285 11.166
C 10.385 0.294 15.820
C 9.063 0.497 16.437
O 8.597 1.761 15.865
C 7.540 2.413 16.342
O 7.008 3.385 15.763
O 7.130 1.858 17.545
C 6.175 2.369 18.383
H 11.060 1.139 15.958
H 10.336 0.153 14.740
H 10.852 -0.606 16.220
H 9.188 0.742 17.492
H 8.302 -0.225 16.142
H 6.418 3.342 18.810
H 5.920 1.732 19.229
H 5.209 2.340 17.877
C 5.925 -4.400 5.814
C 6.415 -3.070 6.436
O 7.760 -2.865 5.933
C 8.505 -1.771 6.105
O 8.263 -0.963 6.930
O 9.604 -1.822 5.293
C 10.585 -0.652 5.348
H 4.893 -4.539 6.134
H 6.553 -5.222 6.156
H 6.036 -4.413 4.730
H 6.361 -3.032 7.524
H 5.669 -2.379 6.043
H 10.303 0.159 4.677
H 11.523 -0.979 4.900
H 10.859 -0.205 6.303
C 10.796 -2.555 9.828
C 9.959 -1.258 9.800
O 10.163 -0.546 11.051
C 11.085 0.485 11.074
O 11.571 1.089 10.122
O 11.280 0.726 12.370
C 11.973 1.879 12.829
H 10.365 -3.305 10.491
H 11.779 -2.424 10.280
H 10.920 -2.971 8.828
H 8.888 -1.451 9.738
H 10.443 -0.754 8.963
H 11.567 2.888 12.902
H 12.980 1.960 12.419
H 12.122 1.771 13.903
C 13.690 -2.103 16.234
C 13.378 -2.349 14.708
O 14.156 -1.357 13.922
C 14.128 -1.464 12.622
O 13.702 -2.417 12.021
O 14.696 -0.391 12.157
C 14.815 -0.124 10.878
H 13.204 -1.195 16.592
H 14.755 -2.069 16.462
H 13.196 -2.922 16.757
H 12.407 -1.890 14.522
H 13.362 -3.412 14.464
H 15.489 -0.769 10.315
H 15.363 0.809 11.013
H 13.927 0.003 10.259
```

Run 2
The following is a quantum chemistry calculation of a 7-piece molecular cluster, C28H56O21 overall, from OMol25.

HOMO: -10.33 eV
HOMO-LUMO gap: 10.82 eV

XYZ file:
```
105
C28H56O21 the ωB97M-V functional and the def2-TZVPD basis
C 12.100 13.891 10.663
C 11.772 12.474 10.071
O 12.093 11.442 10.939
C 11.325 11.100 11.968
O 10.159 11.438 12.033
O 11.953 10.292 12.772
C 11.236 9.664 13.827
H 12.580 14.435 9.849
H 12.881 13.823 11.421
H 11.186 14.319 11.075
H 12.297 12.276 9.137
H 10.722 12.438 9.780
H 11.615 10.007 14.789
H 11.376 8.596 13.659
H 10.163 9.835 13.750
C 20.947 11.445 9.272
C 21.725 10.812 8.064
O 22.572 9.801 8.565
C 23.485 9.362 7.579
O 23.672 9.759 6.434
O 24.248 8.417 8.188
C 25.442 7.939 7.527
H 21.503 12.143 9.898
H 20.586 10.637 9.910
H 20.046 11.972 8.957
H 22.250 11.611 7.540
H 21.119 10.250 7.354
H 26.377 8.287 7.967
H 25.515 8.101 6.452
H 25.496 6.867 7.719
C 19.642 10.200 12.723
C 21.143 10.601 12.822
O 22.046 9.598 12.386
C 23.180 9.988 11.638
O 23.490 11.100 11.359
O 24.033 8.980 11.585
C 25.414 9.128 11.454
H 19.357 9.726 11.784
H 18.920 11.003 12.877
H 19.307 9.468 13.457
H 21.421 10.863 13.843
H 21.295 11.559 12.325
H 25.711 9.321 10.424
H 26.033 8.292 11.782
H 25.725 9.947 12.103
C 15.243 16.344 7.257
C 14.724 17.083 8.536
O 13.584 17.916 8.213
C 12.733 18.292 9.151
O 12.776 18.147 10.384
O 11.705 19.044 8.553
C 10.562 19.512 9.339
H 14.891 15.318 7.363
H 16.307 16.381 7.024
H 14.954 16.843 6.332
H 15.532 17.680 8.957
H 14.581 16.358 9.337
H 10.191 18.554 9.703
H 9.827 20.008 8.705
H 10.794 20.112 10.219
C 23.213 18.190 12.432
C 23.269 16.684 12.276
O 21.977 16.251 12.802
C 21.546 15.073 12.323
O 22.094 14.306 11.550
O 20.241 15.056 12.356
C 19.459 14.034 11.689
H 22.631 18.663 11.641
H 24.221 18.564 12.249
H 22.876 18.623 13.374
H 23.987 16.183 12.925
H 23.425 16.381 11.241
H 19.683 13.089 12.184
H 19.745 13.902 10.645
H 18.412 14.332 11.640
C 13.680 6.444 11.925
C 12.276 6.140 12.312
O 11.487 6.567 11.229
C 10.159 6.810 11.319
O 9.528 6.842 12.387
O 9.640 7.029 10.102
C 8.247 7.136 9.934
H 13.827 7.496 12.172
H 14.020 6.113 10.944
H 14.333 6.053 12.705
H 12.053 6.661 13.243
H 12.067 5.087 12.498
H 7.746 7.735 10.695
H 7.673 6.210 9.981
H 7.932 7.548 8.975
C 16.505 12.466 7.569
C 15.686 12.867 8.844
O 15.304 11.747 9.626
C 16.069 11.260 10.638
O 17.004 11.852 11.223
O 15.600 10.042 10.954
C 16.034 9.559 12.237
H 17.405 11.884 7.768
H 16.816 13.347 7.007
H 15.872 11.952 6.845
H 14.743 13.311 8.527
H 16.198 13.605 9.461
H 17.046 9.812 12.551
H 15.989 8.491 12.028
H 15.424 9.681 13.132
```

We find run 2 to be the most stable, with the next structure 0.0441 hartree higher.

Run 1
The following is a quantum chemistry calculation of one molecule with the formula Cl2H3N2OP, from OMol25.

HOMO: -9.87 eV
HOMO-LUMO gap: 10.27 eV

XYZ file:
```
9
Cl2H3N2OP the ωB97M-V functional and the def2-TZVPD basis
N -1.684 0.177 -0.113
N -0.415 -0.446 -0.565
P 1.023 -0.236 0.364
O 0.780 -0.093 1.806
Cl 1.858 1.446 -0.373
Cl 2.220 -1.682 -0.343
H -1.717 -0.067 0.971
H -1.727 1.251 -0.184
H -0.339 -0.350 -1.563
```

Run 2
The following is a quantum chemistry calculation of a 2-piece molecular cluster, Cl2H3N2OP overall, from OMol25.

HOMO: -9.17 eV
HOMO-LUMO gap: 9.38 eV

XYZ file:
```
9
Cl2H3N2OP the ωB97M-V functional and the def2-TZVPD basis
H 1.006 -1.081 0.882
N 0.569 -1.409 -0.071
N -0.096 -2.399 0.038
H -0.632 -2.541 -0.813
O -0.657 0.557 0.743
P 0.038 0.898 -0.732
Cl -1.150 2.658 -1.101
Cl 1.688 1.934 -0.099
H -0.767 1.383 1.153
```

We find run 1 to be the most stable, with the next structure 0.0587 hartree higher.

Run 1
The following is a quantum chemistry calculation of a 2-piece molecular cluster, C6H10N3O overall, from OMol25.

HOMO (alpha / beta): -12.49 / -12.49 eV
HOMO-LUMO gap (alpha / beta): 6.22 / 6.21 eV
net charge: +1

XYZ file:
```
20
C6H10N3O the ωB97M-V functional and the def2-TZVPD basis
C 2.153 -1.136 -0.358
C 1.104 -1.939 -0.660
C 2.019 0.150 0.163
C 0.715 0.555 0.428
C -0.286 -0.287 0.045
C -3.432 1.165 0.236
N -0.137 -1.478 -0.354
N 3.103 0.943 0.275
N 0.539 1.804 0.782
O -2.611 0.306 -0.301
H 3.199 -1.452 -0.625
H 1.273 -2.920 -0.971
H -4.286 1.194 -0.463
H -2.927 2.175 0.361
H -4.088 0.806 1.121
H -0.966 -2.102 -0.322
H 4.033 0.484 0.328
H 3.001 1.819 0.719
H 1.329 2.398 1.010
H -0.316 2.048 1.039
```

Run 2
The following is a quantum chemistry calculation of C6H10N3O as an isolated structure, from OMol25.

HOMO: -11.99 eV
HOMO-LUMO gap: 7.60 eV
net charge: +1

XYZ file:
```
20
C6H10N3O the ωB97M-V functional and the def2-TZVPD basis
C 1.492 0.750 1.416
C 1.497 -0.191 0.390
C 0.264 1.238 1.930
C 0.724 0.511 -1.846
C -0.954 -0.238 0.480
C 0.314 -0.680 -0.266
N -0.839 0.810 1.459
N 0.377 -2.035 -0.610
N -1.985 0.423 -0.512
O 0.071 1.510 -1.868
H 2.352 1.147 1.856
H 2.430 -0.647 -0.008
H 0.129 1.822 2.820
H 1.498 0.129 -2.461
H -1.512 -1.207 0.913
H -0.455 -2.374 -1.153
H 1.159 -2.602 -0.478
H -1.558 1.260 -0.910
H -2.782 0.744 -0.020
H -2.221 -0.370 -1.130
```

Run 3
The following is a quantum chemistry calculation of an isolated ion of composition C6H10N3O and charge +1, from OMol25.

HOMO (alpha / beta): -11.75 / -11.75 eV
HOMO-LUMO gap (alpha / beta): 6.51 / 6.51 eV
net charge: +1

XYZ file:
```
20
C6H10N3O the ωB97M-V functional and the def2-TZVPD basis
C -3.185 0.505 -0.314
N -2.530 -0.764 -0.098
C -1.191 -1.089 0.118
C -0.153 -0.012 0.028
C 1.232 -0.132 -0.051
N 1.743 -1.449 0.023
C 2.972 -1.425 -0.079
O 3.465 -0.091 -0.132
C 2.455 0.711 -0.018
N 2.430 2.022 0.193
H -4.267 0.492 -0.562
H -3.209 1.119 0.682
H -2.794 1.158 -1.108
H -3.214 -1.312 0.352
H -0.858 -1.801 -0.696
H -0.927 -1.837 0.932
H -0.490 0.982 -0.029
H 3.554 -2.282 -0.228
H 1.702 2.501 0.632
H 3.266 2.705 0.353
```

We find run 3 to be the most stable, with the next structure 0.0128 hartree higher.

Run 1
The following is a quantum chemistry calculation of a 2-piece molecular cluster, C2H3O2S2 overall, from OMol25.

HOMO (alpha / beta): -2.03 / -2.35 eV
HOMO-LUMO gap (alpha / beta): 5.54 / 5.95 eV
net charge: -1

XYZ file:
```
9
C2H3O2S2 the ωB97M-V functional and the def2-TZVPD basis
C -0.438 0.765 0.504
C -0.477 0.899 -0.940
O 1.489 -2.013 -0.257
O 1.518 -1.856 2.207
S -1.139 1.697 1.633
S 0.726 -2.007 0.981
H -0.496 1.836 -1.567
H 0.284 0.242 -1.488
H -1.466 0.438 -1.073
```

Run 2
The following is a quantum chemistry calculation of an isolated ion of composition C2H3O2S2 and charge -1, from OMol25.

HOMO: -2.77 eV
HOMO-LUMO gap: 5.79 eV
net charge: -1

XYZ file:
```
9
C2H3O2S2 the ωB97M-V functional and the def2-TZVPD basis
C -0.909 -0.020 -0.312
C 0.353 0.536 0.539
O 1.785 -1.461 -0.506
O 1.331 1.179 -0.220
S -2.832 -0.722 0.257
S 1.941 -0.347 0.420
H -1.149 0.690 -1.140
H -0.454 -0.896 -0.574
H -0.067 1.041 1.536
```

We find run 1 to be the most stable, with the next structure 0.0399 hartree higher.

Run 1
The following is a quantum chemistry calculation of C2H3O2S2 as an isolated structure, from OMol25.

HOMO: -3.26 eV
HOMO-LUMO gap: 5.47 eV
net charge: -1

XYZ file:
```
9
C2H3O2S2 the ωB97M-V functional and the def2-TZVPD basis
C -2.706 0.646 -0.081
C 2.133 -0.206 -1.640
O -2.418 0.922 -1.197
O -3.041 0.824 1.059
S -1.894 -1.643 -0.080
S 2.267 0.811 -0.363
H -0.584 -1.178 -0.124
H 2.907 -0.734 -2.216
H 1.082 -0.386 -1.883
```

Run 2
The following is a quantum chemistry calculation of a 2-piece molecular cluster, C2H3O2S2 overall, from OMol25.

HOMO (alpha / beta): -4.15 / -4.15 eV
HOMO-LUMO gap (alpha / beta): 7.65 / 7.65 eV
net charge: -1

XYZ file:
```
9
C2H3O2S2 the ωB97M-V functional and the def2-TZVPD basis
C -0.620 0.615 -1.468
C -0.870 -0.236 -0.506
O 2.048 -0.280 0.524
O 0.505 0.965 1.959
S 0.662 -1.789 2.650
S 0.871 -0.325 1.381
H -1.329 0.704 -2.358
H 0.287 1.282 -1.582
H -1.554 -0.936 -0.600
```

We find run 1 to be the most stable, with the next structure 0.0815 hartree higher.

Run 1
The following is a quantum chemistry calculation of a 2-piece molecular cluster, C2H11N5 overall, from OMol25.

HOMO: -8.84 eV
HOMO-LUMO gap: 9.69 eV

XYZ file:
```
18
C2H11N5 the ωB97M-V functional and the def2-TZVPD basis
H 1.717 -2.882 1.591
N 0.945 -2.304 1.927
C 0.144 -1.951 1.014
N 0.189 -2.209 -0.323
H -0.677 -1.300 1.302
H 1.024 -2.653 -0.679
H -0.263 -1.547 -0.943
C 0.574 1.744 0.879
N -0.494 1.663 -0.106
N -0.138 0.792 -1.200
N -1.380 0.255 -1.644
H 0.291 2.476 1.632
H 1.531 2.057 0.446
H 0.700 0.757 1.319
H -0.729 2.604 -0.440
H 0.314 1.279 -1.973
H -1.826 0.268 -0.635
H -1.922 0.951 -2.166
```

Run 2
The following is a quantum chemistry calculation of a 2-piece molecular cluster, C2H11N5 overall, from OMol25.

HOMO: -6.36 eV
HOMO-LUMO gap: 7.08 eV

XYZ file:
```
18
C2H11N5 the ωB97M-V functional and the def2-TZVPD basis
N 1.117 0.140 -1.345
C 0.389 -0.591 -0.458
N 0.934 -1.759 -0.012
C -0.793 -0.088 0.134
N -1.574 -1.045 0.799
N -1.477 0.932 -0.527
H 0.539 0.717 -1.944
H 1.909 -0.359 -1.730
H 0.478 -2.057 0.848
H 1.936 -1.687 0.124
H -1.697 -1.899 0.259
H -2.480 -0.690 1.074
H -2.473 1.004 -0.368
H -1.273 1.077 -1.508
N 1.209 1.688 1.385
H 0.273 0.965 1.340
H 2.004 1.121 1.072
H 0.976 2.530 0.859
```

We find run 2 to be the most stable, with the next structure 0.0279 hartree higher.

Run 1
The following is a quantum chemistry calculation of C4H7F as an isolated structure, from OMol25.

HOMO: -9.96 eV
HOMO-LUMO gap: 10.99 eV

XYZ file:
```
12
C4H7F the ωB97M-V functional and the def2-TZVPD basis
C -0.681 0.108 0.220
C -0.180 -0.965 -0.588
C 1.295 -0.879 0.259
C 0.595 0.402 0.640
H -1.353 -0.179 0.948
H -0.469 -0.497 -1.669
H -0.586 -2.187 -0.120
H 2.223 -0.880 -0.092
H 0.932 -1.623 1.078
H 0.624 1.168 -0.271
H 0.990 1.164 1.495
F -0.948 1.226 -0.506
```

Run 2
The following is a quantum chemistry calculation of a 2-piece molecular cluster, C4H7F overall, from OMol25.

HOMO: -8.85 eV
HOMO-LUMO gap: 9.46 eV

XYZ file:
```
12
C4H7F the ωB97M-V functional and the def2-TZVPD basis
C 2.302 0.035 -0.016
C 0.762 -0.435 0.202
C -0.584 0.003 0.053
C -1.054 1.356 -0.027
H 2.565 -0.264 -1.095
H 2.727 -0.133 0.886
H 2.320 1.097 -0.311
H 0.592 -1.668 -0.158
H -1.232 2.166 1.177
H -0.052 1.795 -0.771
H -2.102 1.069 -0.738
F -1.486 -1.091 -0.029
```

We find run 1 to be the most stable, with the next structure 0.0058 hartree higher.